C27H48BrMnN8O6P2S as an isolated structure at a distorted geometry, computed with the ωB97M-V functional and the def2-TZVPD basis.

Last column: Löwdin spin population.
Positions of all 94 atoms, in Å:
Br (5.70, 1.42, -5.41)  0.000
Mn (0.18, 0.57, 0.25)  3.988
S (0.08, 1.97, 2.31)  -0.134
P (-0.51, 1.03, -3.01)  0.006
P (-2.78, 0.20, -1.40)  0.003
O (-1.89, 0.56, -0.24)  0.016
O (0.28, 0.59, -1.84)  0.029
O (0.11, -1.24, 1.39)  0.060
O (1.91, 1.00, 0.18)  0.049
O (-2.01, 0.30, -2.83)  0.001
O (3.82, 1.37, 1.25)  0.012
N (-3.99, 1.30, -1.55)  0.000
N (0.16, 0.46, -4.39)  0.001
N (-0.83, 2.64, -3.04)  0.001
N (-2.19, 0.77, 2.85)  -0.006
N (-0.42, -3.25, 2.30)  0.003
N (-0.60, 0.53, 4.48)  -0.017
N (1.70, -2.33, 2.58)  0.004
N (-3.22, -1.40, -1.27)  0.001
C (-4.53, 1.96, -0.37)  0.000
C (5.69, 0.94, -2.59)  -0.001
C (-0.95, 1.00, 3.30)  -0.016
C (3.82, 1.35, -1.14)  -0.009
C (3.65, 1.88, -3.48)  0.000
C (0.86, -0.62, 5.98)  -0.002
C (-4.32, -1.90, -2.08)  0.000
C (2.05, -0.74, 6.67)  0.000
C (-1.84, -2.98, 2.17)  0.000
C (3.20, 1.26, 0.22)  0.004
C (2.09, -3.19, 3.68)  0.000
C (0.47, -2.25, 2.06)  0.008
C (3.09, 1.86, -2.22)  0.001
C (4.94, 1.40, -3.66)  0.000
C (3.04, 0.23, 6.54)  -0.003
C (-2.07, -2.29, -1.30)  0.000
C (-4.85, 1.35, -2.71)  0.000
C (0.90, -0.79, -4.31)  0.000
C (-0.07, -4.65, 2.22)  0.001
C (-0.39, 3.52, -1.97)  0.003
C (2.82, 1.32, 5.71)  0.000
C (0.66, 0.47, 5.13)  -0.001
C (-0.21, 0.86, -5.74)  0.000
C (-1.72, 3.26, -4.01)  0.000
C (1.64, 1.44, 5.00)  -0.004
C (2.71, -1.37, 2.18)  0.000
C (5.12, 0.91, -1.33)  -0.001
H (3.96, 0.14, 7.09)  0.000
H (1.83, -0.69, -4.87)  0.000
H (-2.27, 2.50, -4.56)  0.000
H (-0.29, -5.18, 3.15)  0.000
H (-2.90, 0.33, 3.42)  0.000
H (-1.25, 4.01, -1.50)  0.000
H (0.27, 4.30, -2.37)  0.000
H (-2.38, -3.27, -0.93)  0.000
H (3.10, 2.28, -4.32)  0.000
H (-1.68, -2.42, -2.31)  0.000
H (-5.50, 1.56, -0.09)  0.000
H (-4.64, 3.03, -0.58)  0.000
H (0.08, -1.36, 6.10)  0.000
H (0.65, 0.69, -6.38)  0.000
H (2.81, -3.95, 3.35)  0.000
H (2.10, 2.24, -2.06)  0.000
H (-4.42, 0.76, -3.52)  0.000
H (2.64, -0.44, 2.75)  0.000
H (-2.36, -3.31, 3.07)  0.000
H (-1.28, -1.90, -0.66)  0.000
H (0.14, 2.95, -1.20)  0.003
H (-2.00, -1.91, 2.01)  0.000
H (-1.32, 0.02, 4.99)  0.000
H (1.23, -3.68, 4.13)  0.000
H (2.21, -1.59, 7.32)  0.000
H (-4.96, 2.38, -3.04)  0.000
H (1.15, -0.99, -3.27)  0.000
H (0.99, -4.77, 1.98)  0.000
H (-5.85, 0.96, -2.49)  0.000
H (-1.15, 3.88, -4.70)  0.000
H (5.69, 0.56, -0.48)  0.000
H (6.70, 0.60, -2.74)  0.000
H (-0.45, 1.91, -5.76)  0.000
H (1.47, 2.30, 4.37)  -0.002
H (-2.26, -3.52, 1.32)  0.000
H (-4.58, -2.89, -1.73)  0.000
H (-2.42, 3.91, -3.49)  0.000
H (-4.07, -1.95, -3.14)  0.000
H (3.70, -1.81, 2.34)  0.000
H (-2.43, 1.09, 1.93)  0.000
H (2.60, -1.13, 1.12)  0.000
H (-1.05, 0.27, -6.12)  0.000
H (-5.19, -1.26, -1.94)  0.000
H (2.57, -2.58, 4.44)  0.000
H (-0.65, -5.11, 1.42)  0.000
H (-3.83, 1.84, 0.45)  0.000
H (0.34, -1.63, -4.71)  0.000
H (3.57, 2.09, 5.63)  0.000

Results
- Spin multiplicity: 5
- HOMO energy (alpha / beta): -12.89 / -12.90 eV
- Maximum force: 1.75 eV/Å
- Electronic energy: -183753.755 eV
- Orbital gap (alpha / beta): 0.172 / 0.275 Ha
- ⟨S²⟩: 6.19
- Energy relative to the best compared isomer or geometry (same formula, charge and spin): 189.2 kJ/mol
- Charge: +2

---

A 2-piece molecular cluster, CH6ClN4 overall at a distorted geometry, computed with the ωB97M-V functional and the def2-TZVPD basis.

Last column: Mulliken charge in e.
Positions of all 12 atoms, in Å:
Cl (2.09, -0.07, 0.95)  -0.199
N (0.34, -1.66, -0.65)  -0.062
N (0.18, -0.45, -0.88)  0.005
N (-1.62, 0.43, 0.93)  -0.714
N (1.18, 1.58, -1.11)  -0.313
C (1.09, 0.53, -0.46)  0.581
H (-2.30, -0.28, 1.20)  0.260
H (-0.51, -2.23, -0.84)  0.330
H (-2.11, 0.98, 0.22)  0.267
H (1.87, 2.23, -1.04)  0.297
H (-1.42, 0.93, 1.81)  0.264
H (1.21, -1.97, -0.13)  0.284

Results
- Spin multiplicity: 1
- HOMO energy (alpha / beta): -14.52 / -14.52 eV
- Maximum force: 5.34 eV/Å
- Electronic energy: -19607.448 eV
- Orbital gap (alpha / beta): 0.278 / 0.278 Ha
- Energy relative to the best compared isomer or geometry (same formula, charge and spin): 96.3 kJ/mol
- Charge: +1

---

C30H67N4O8V as an isolated structure at a distorted geometry, computed with the ωB97M-V functional and the def2-TZVPD basis.

Last column: Mulliken charge in e.
Positions of all 110 atoms, in Å:
V (0.58, -0.65, 0.66)  1.564
O (-0.29, 0.42, -0.12)  -0.617
O (1.52, 2.39, 1.50)  -0.066
O (-5.95, 1.11, 1.32)  -0.473
O (0.29, -0.52, 2.19)  -0.581
O (3.92, 1.06, -2.48)  -0.191
O (6.75, 2.16, 0.81)  -0.380
O (-0.12, -2.34, 0.03)  0.368
O (2.37, -2.32, 1.27)  -0.167
N (3.96, 2.91, 0.38)  0.239
N (-1.43, -2.79, -0.31)  0.217
N (2.50, -0.03, -0.13)  2.184
N (-5.04, 1.94, 0.56)  -0.005
C (-5.09, 0.34, -1.29)  -2.312
C (6.20, 2.25, -0.48)  -0.178
C (-0.42, -3.96, -2.28)  -1.401
C (2.20, -3.65, 1.69)  -0.921
C (-3.83, 2.28, 2.79)  -1.607
C (7.92, 1.31, 0.87)  -0.785
C (2.94, 3.99, 0.43)  -1.081
C (-3.37, -4.63, -1.43)  -0.798
C (2.39, -0.51, -1.53)  -0.592
C (-1.51, -3.02, -1.76)  1.486
C (-2.43, 2.75, 0.05)  0.939
C (-4.19, 1.04, -0.19)  1.913
C (3.68, -0.52, 0.67)  -0.088
C (4.83, 1.41, -3.51)  -0.973
C (3.69, -1.99, 0.72)  -0.920
C (-1.25, -5.07, 0.88)  -1.143
C (-3.43, -4.23, 0.03)  -0.986
C (-3.37, 3.75, 0.71)  -1.888
C (-5.55, 3.83, 1.94)  -1.623
C (5.14, 3.32, -0.42)  -0.898
C (-3.47, 0.02, 0.69)  -0.481
C (-1.15, -1.61, -2.54)  -1.251
C (1.62, 3.24, 0.40)  -0.210
C (-2.06, -3.78, 0.59)  1.120
C (-2.47, -3.02, 1.85)  -1.580
C (-3.12, 1.83, -0.90)  -1.004
C (0.57, 2.79, 2.47)  -0.700
C (-2.95, -3.36, -2.19)  -1.197
C (-4.45, 2.92, 1.51)  1.871
C (3.63, -0.30, -2.39)  -1.256
H (-4.34, -4.99, -1.78)  0.445
H (1.62, 2.70, -0.54)  -0.054
H (0.72, 3.95, 0.38)  0.532
H (6.99, 2.62, -1.22)  0.440
H (-1.99, 2.15, 0.82)  -0.836
H (-4.44, 1.43, 2.97)  0.416
H (-2.65, 0.44, 1.19)  -0.430
H (-3.84, -5.11, 0.61)  0.457
H (-6.66, 0.99, 0.68)  0.387
H (-1.59, 3.33, -0.39)  0.586
H (2.06, -1.56, -1.54)  0.173
H (-1.61, -0.94, -1.86)  -0.008
H (-4.17, -0.40, 1.44)  0.694
H (3.52, -0.04, 1.66)  0.489
H (-1.44, -1.47, -3.56)  0.501
H (4.37, -2.30, 1.50)  0.582
H (3.07, 4.59, 1.32)  0.364
H (-4.17, -3.40, 0.00)  0.146
H (-2.81, 1.90, 2.64)  0.139
H (-2.72, -3.71, 2.58)  0.720
H (-0.39, -4.10, -3.39)  0.319
H (-0.66, -4.96, -1.89)  0.434
H (-4.38, -0.15, -1.94)  0.326
H (-3.53, 2.42, -1.75)  0.549
H (3.14, 4.72, -0.36)  0.411
H (-3.02, -3.47, -3.23)  0.558
H (-5.75, -0.41, -0.93)  0.541
H (5.81, 0.88, -3.40)  0.349
H (-3.23, -2.32, 1.50)  0.305
H (-0.26, -4.90, 1.31)  0.026
H (1.16, -3.89, 1.88)  -0.048
H (-5.65, 1.07, -1.83)  0.535
H (-3.54, -2.50, -1.89)  0.010
H (-3.85, 2.89, 3.73)  0.399
H (-0.03, -1.40, -2.53)  -0.111
H (5.73, 1.34, -0.84)  -0.030
H (2.61, -4.35, 0.92)  0.393
H (4.74, 3.59, -1.45)  0.333
H (-1.15, -5.80, 0.00)  0.190
H (2.74, -3.88, 2.61)  0.410
H (-2.69, -5.39, -1.76)  0.373
H (-0.30, 3.06, 1.95)  0.007
H (0.85, 3.69, 2.99)  0.370
H (4.48, -0.71, -1.88)  0.277
H (-2.85, 4.35, 1.44)  0.337
H (4.37, 1.22, -4.46)  0.376
H (-1.88, -5.50, 1.70)  0.526
H (1.47, 0.01, -1.84)  0.329
H (8.52, 1.43, 0.00)  0.363
H (-2.97, -0.80, 0.14)  -0.613
H (7.64, 0.25, 0.83)  0.233
H (5.67, 4.27, -0.16)  0.389
H (-1.69, -2.31, 2.12)  0.065
H (4.34, 2.73, 1.33)  0.170
H (0.51, -3.53, -2.01)  0.066
H (3.83, -2.41, -0.32)  0.183
H (-2.38, 1.13, -1.29)  -0.341
H (2.54, 0.99, -0.01)  -0.947
H (0.35, 1.96, 3.10)  0.237
H (8.44, 1.64, 1.73)  0.272
H (3.45, -0.74, -3.35)  0.565
H (4.60, -0.11, 0.36)  -0.138
H (-3.90, 4.42, 0.07)  0.478
H (5.03, 2.47, -3.36)  0.222
H (-6.54, 3.29, 2.10)  0.301
H (-5.34, 4.27, 2.93)  0.339
H (-5.74, 4.58, 1.18)  0.373

Results
- Spin multiplicity: 1
- HOMO energy: -7.21 eV
- Maximum force: 3.74 eV/Å
- Electronic energy: -80219.614 eV
- Orbital gap: 0.276 Ha
- Charge: 0